# 1
Below is a cluster of 12 separate species, C30H86F3N16O14S in total, with properties calculated with ωB97M-V with the def2-TZVPD basis set.

CARTESIAN COORDINATES (ANGSTROEM)
C -0.2044 0.5160 -0.1340
F 0.9159 1.2528 -0.1204
F -1.2685 1.4208 -0.1114
F -0.1715 -0.2685 -1.1886
S -0.3629 -0.4921 1.5403
O -1.7023 -1.0793 1.5283
O 0.7256 -1.5083 1.5515
O -0.2064 0.5386 2.6092
C 3.9563 -1.8270 3.8230
O 3.3589 -2.8365 4.2423
N 5.1011 -1.5064 4.2003
N 3.3584 -0.8856 3.1802
H 5.6552 -2.1290 4.7706
H 5.5550 -0.6931 3.8095
H 2.4174 -0.9741 2.8242
H 3.8281 0.0084 3.1630
C -0.8904 -2.4123 5.3449
O -0.3427 -2.4921 6.4372
N -0.2699 -2.7170 4.2812
N -2.1806 -2.1846 5.2687
H -0.8298 -2.6932 3.4409
H 0.6256 -3.1821 4.3236
H -2.6297 -2.1789 6.1733
H -2.5602 -1.7557 4.4368
C -4.8567 -3.1691 2.6650
O -4.5396 -2.8799 3.8144
N -5.8871 -3.8397 2.3014
N -4.0612 -3.0025 1.6712
H -6.2966 -3.7194 1.3860
H -6.4869 -3.9495 3.1066
H -3.1439 -2.5927 1.7750
H -4.2679 -3.3367 0.7408
C 2.3748 -4.4210 0.4736
O 2.6817 -5.2145 -0.4522
N 1.8586 -4.7973 1.6067
N 2.6697 -3.1421 0.4691
H 1.7540 -4.0896 2.3197
H 1.5050 -5.7187 1.8213
H 2.1335 -2.6243 1.1506
H 3.2598 -2.8059 -0.2785
C 0.4479 1.7999 5.4088
O 0.7622 2.2169 6.4878
N 1.0383 0.7807 4.8680
N -0.4673 2.3842 4.5929
H 0.6632 0.4990 3.9736
H 1.8473 0.3234 5.2637
H -1.1078 3.1281 4.8309
H -0.5555 1.9625 3.6794
C -1.3058 -4.0894 -0.2833
C -1.9756 -5.3888 0.1810
C -1.1404 -6.7088 -0.1260
O -0.8840 -6.8924 -1.5381
C -0.1653 -8.0811 -1.6412
N -2.2437 -5.2833 1.6317
H -1.8026 -3.5291 -1.0754
H -0.3222 -4.2481 -0.7254
H -1.0226 -3.4142 0.5241
H -2.9539 -5.5180 -0.2819
H -1.5526 -7.6149 0.3181
H -0.2570 -6.5175 0.4832
H 0.6401 -8.1981 -0.9161
H 0.3674 -8.0925 -2.5921
H -0.9522 -8.8314 -1.7188
H -2.6065 -6.1562 1.9874
H -2.9829 -4.5951 1.6354
C 7.2927 4.0369 1.1332
C 6.4510 3.4643 2.3716
C 5.0340 4.1337 2.4905
O 4.2563 3.8303 1.3758
C 2.9024 3.4864 1.9240
N 6.3308 1.9915 2.2103
H 8.1498 3.3642 1.1017
H 7.6794 5.0517 1.2260
H 6.7340 4.0144 0.1976
H 6.8362 3.6161 3.3799
H 5.1782 5.2060 2.6232
H 4.6788 3.6752 3.4133
H 2.5728 4.1562 2.7182
H 2.8644 2.5429 2.4685
H 2.1544 3.4842 1.1311
H 5.8070 1.6606 3.0080
H 5.5847 1.8954 1.5365
C -3.9419 0.6473 3.9480
C -4.2503 1.2758 2.6159
C -5.3390 2.2706 2.7193
O -6.1998 2.4302 1.6472
C -5.8010 3.3563 0.6650
N -3.0114 1.9986 2.1544
H -3.1234 -0.0437 3.7464
H -4.6277 0.0032 4.4983
H -3.5532 1.3285 4.7050
H -4.6124 0.5067 1.9337
H -4.9832 3.2579 3.0135
H -5.9670 1.9872 3.5639
H -4.9052 3.1383 0.0835
H -5.8279 4.4035 0.9663
H -6.6342 3.3331 -0.0373
H -3.0481 2.3214 1.1980
H -2.1966 1.4151 2.2792
C -0.1253 0.4047 -4.7847
C 0.2139 1.8367 -5.4331
C 1.6357 2.4218 -4.9775
O 1.8065 2.6759 -3.5923
C 0.9458 3.7166 -3.0345
N 0.1789 1.5405 -6.8672
H -0.0106 0.4096 -3.7008
H 0.5205 -0.3402 -5.2496
H -1.1704 0.1377 -4.9413
H -0.6863 2.4143 -5.2230
H 1.8159 3.3297 -5.5532
H 2.3752 1.6476 -5.1822
H 0.9698 3.6456 -1.9470
H -0.0791 3.6277 -3.3949
H 1.2934 4.6636 -3.4473
H 0.5588 0.6291 -7.0799
H -0.7894 1.3133 -7.0432
C -5.2313 2.1447 -6.2517
C -4.2898 3.4293 -6.1324
C -3.0997 3.1348 -5.2027
O -3.5378 3.1894 -3.7805
C -2.6112 3.0106 -2.7110
N -3.7292 3.5696 -7.4285
H -6.1672 2.3923 -6.7527
H -5.4568 1.8373 -5.2305
H -4.6310 1.3214 -6.6389
H -4.7807 4.3793 -5.9211
H -2.2719 3.8159 -5.3998
H -2.7194 2.1142 -5.2450
H -2.0450 2.0939 -2.8755
H -3.2668 2.9898 -1.8405
H -1.9858 3.8825 -2.5190
H -4.4390 3.8127 -8.1045
H -3.0819 4.3438 -7.4701
C 4.1093 1.6362 -0.7556
C 4.2951 0.6999 -1.9681
C 3.1556 -0.2264 -2.1154
O 3.3889 -1.1219 -3.2232
C 2.5448 -2.2252 -3.2325
N 4.3273 1.4914 -3.1541
H 4.9790 2.2907 -0.6976
H 4.0275 1.0660 0.1698
H 3.2710 2.3261 -0.8519
H 5.2406 0.1579 -1.9867
H 2.2421 0.3118 -2.3682
H 3.0214 -0.6294 -1.1115
H 1.6489 -2.0769 -3.8355
H 2.2514 -2.6531 -2.2739
H 3.1554 -3.0605 -3.5753
H 4.3133 0.8181 -3.9069
H 3.3909 1.8659 -3.1006

* frontier orbital gap: 8.2183 eV
* highest occupied orbital energy: -6.316 eV
* total charge: -1

Atom charges from the Mulliken analysis, given in e for atoms 1 to 99: number 1, C, carries 0.075; number 2, F, carries -0.023; number 3, F, carries -0.199; number 4, F, carries -0.049; number 5, S, carries -1.212; number 6, O, carries 0.246; number 7, O, carries 1.025; number 8, O, carries -0.572; number 9, C, carries 0.729; number 10, O, carries -0.696; number 11, N, carries -0.319; number 12, N, carries 0.288; number 13, H, carries 0.274; number 14, H, carries 0.094; number 15, H, carries -0.551; number 16, H, carries 0.079; number 17, C, carries 0.682; number 18, O, carries -0.804; number 19, N, carries 0.075; number 20, N, carries -0.015; number 21, H, carries -0.280; number 22, H, carries 0.051; number 23, H, carries 0.196; number 24, H, carries -0.283; number 25, C, carries 0.666; number 26, O, carries -0.649; number 27, N, carries -0.482; number 28, N, carries -0.461; number 29, H, carries 0.201; number 30, H, carries 0.305; number 31, H, carries 0.072; number 32, H, carries 0.270; number 33, C, carries 0.670; number 34, O, carries -0.802; number 35, N, carries -0.163; number 36, N, carries 0.030; number 37, H, carries -0.042; number 38, H, carries 0.267; number 39, H, carries -0.184; number 40, H, carries 0.174; number 41, C, carries 0.360; number 42, O, carries -0.750; number 43, N, carries -0.098; number 44, N, carries -0.251; number 45, H, carries 0.462; number 46, H, carries 0.075; number 47, H, carries 0.154; number 48, H, carries 0.467; number 49, C, carries -1.325; number 50, C, carries 0.706; number 51, C, carries -0.725; number 52, O, carries -0.350; number 53, C, carries -0.797; number 54, N, carries -0.549; number 55, H, carries 0.328; number 56, H, carries 0.323; number 57, H, carries 0.232; number 58, H, carries 0.267; number 59, H, carries 0.477; number 60, H, carries 0.041; number 61, H, carries 0.313; number 62, H, carries 0.267; number 63, H, carries 0.336; number 64, H, carries 0.254; number 65, H, carries 0.130; number 66, C, carries -1.390; number 67, C, carries 0.249; number 68, C, carries -0.774; number 69, O, carries -0.279; number 70, C, carries -0.627; number 71, N, carries -0.697; number 72, H, carries 0.375; number 73, H, carries 0.400; number 74, H, carries 0.228; number 75, H, carries 0.521; number 76, H, carries 0.302; number 77, H, carries 0.449; number 78, H, carries 0.584; number 79, H, carries 0.133; number 80, H, carries 0.165; number 81, H, carries 0.211; number 82, H, carries 0.169; number 83, C, carries -0.920; number 84, C, carries 1.488; number 85, C, carries -1.079; number 86, O, carries -0.413; number 87, C, carries -0.525; number 88, N, carries -0.463; number 89, H, carries -0.309; number 90, H, carries 0.448; number 91, H, carries 0.387; number 92, H, carries -0.055; number 93, H, carries 0.417; number 94, H, carries 0.383; number 95, H, carries 0.030; number 96, H, carries 0.303; number 97, H, carries 0.318; number 98, H, carries 0.177; number 99, H, carries -0.184

=====

# 2
Below is an isolated molecule of C5H9N3O3S2, with properties calculated with ωB97M-V with the def2-TZVPD basis set.

CARTESIAN COORDINATES (ANGSTROEM)
C -3.5518 -1.0429 -0.5625
C -1.2120 1.4093 -0.5013
C -2.2267 0.4985 0.2305
C 2.0463 -1.3851 0.9175
C 2.1064 -0.1533 0.0386
N -3.4011 0.2045 -0.3711
N -2.6645 -1.9278 -0.0691
N -1.5633 1.6576 -1.7932
O -0.3428 1.9456 0.1405
O -0.1989 -1.1307 -0.7671
O 1.0258 0.5997 -2.1665
S -1.3423 -1.1958 0.4744
S 1.2757 -0.6650 -1.4871
H -4.4979 -1.2939 -1.0192
H -2.4543 0.8583 1.1758
H 2.9464 -1.3944 1.5960
H 1.1760 -1.3842 1.7196
H 2.0767 -2.2734 0.3331
H 3.0603 0.0022 -0.2044
H 1.5511 0.6220 0.5355
H -1.9770 1.0358 -2.4111
H -0.7900 2.1765 -2.2707

* frontier orbital gap (alpha / beta): 6.3683 / 5.8701 eV
* highest occupied orbital energy (alpha / beta): -5.769 / -9.314 eV
* 2S+1: 3
* ⟨S²⟩: 2.023

In elementary charge units, the Mulliken charges are: number 1, C, carries -0.045; number 2, C, carries 0.069; number 3, C, carries 0.364; number 4, C, carries -1.044; number 5, C, carries -0.351; number 6, N, carries -0.521; number 7, N, carries -0.349; number 8, N, carries -0.384; number 9, O, carries -0.566; number 10, O, carries -0.310; number 11, O, carries -0.524; number 12, S, carries 0.154; number 13, S, carries 0.392; number 14, H, carries 0.440; number 15, H, carries 0.519; number 16, H, carries 0.359; number 17, H, carries 0.195; number 18, H, carries 0.346; number 19, H, carries 0.534; number 20, H, carries 0.157; number 21, H, carries 0.252; number 22, H, carries 0.315

=====

# 3
Below is a structure of composition C21H35AsBMnO10P2, with properties calculated with ωB97M-V with the def2-TZVPD basis set.

CARTESIAN COORDINATES (ANGSTROEM)
Mn -0.1165 0.0656 0.2540
C 2.4914 0.0155 0.7851
C 2.4605 0.8576 -0.3472
C 1.7115 2.0136 -0.0077
C 1.2675 1.8824 1.3170
C 1.7366 0.6319 1.8075
C 1.6518 0.1483 3.2253
C 0.5801 2.9287 2.1376
C 1.5158 3.2038 -0.8902
C 3.0967 0.6161 -1.6850
C 3.2471 -1.2691 0.9520
H 2.4588 0.5545 3.8486
H 1.7214 -0.9410 3.2792
H 0.7111 0.4311 3.7029
H 1.2948 3.6184 2.6029
H -0.0152 2.4828 2.9361
H -0.1055 3.5377 1.5388
H 2.3059 3.9537 -0.7579
H 0.5679 3.7146 -0.6852
H 1.5156 2.9128 -1.9417
H 3.9331 1.2961 -1.8843
H 2.3733 0.7436 -2.4961
H 3.5088 -0.3947 -1.7668
H 3.9770 -1.1881 1.7648
H 3.8086 -1.5306 0.0526
H 2.5949 -2.1126 1.1829
C -0.7648 -2.3136 -3.3300
C -1.0277 -3.0474 -2.0270
O -1.4780 -4.3834 -2.3079
P -2.4064 -2.2725 -1.1232
O -2.6031 -3.0404 0.2429
O -3.6572 -2.7372 -2.0037
O -2.3403 -0.7967 -0.9943
P 0.4485 -3.1408 -0.9136
O 1.7252 -2.8163 -1.8394
O 0.4880 -4.5625 -0.4899
O 0.3086 -1.9990 0.0636
H -1.6585 -2.3287 -3.9594
H 0.0494 -2.8063 -3.8611
H -0.4842 -1.2778 -3.1342
H -0.9789 -4.9295 -1.6688
H -2.2250 -2.5194 0.9966
H -3.4968 -3.6497 -2.2870
H 1.9504 -1.8811 -1.7709
C -2.6521 2.3224 -0.9060
As -1.6067 1.6534 -2.3586
C -2.7515 0.7577 -3.6061
C -1.0831 3.2020 -3.3598
O -0.2265 0.8316 -1.8881
H -3.6188 2.6671 -1.2733
H -2.0977 3.1471 -0.4570
H -2.7795 1.5304 -0.1712
H -3.4291 1.4939 -4.0392
H -3.3035 -0.0328 -3.1101
H -2.1175 0.3380 -4.3850
H -1.9621 3.7257 -3.7349
H -0.4625 2.8718 -4.1921
H -0.5016 3.8575 -2.7174
O -1.8621 0.7301 3.3108
B -1.5695 0.0921 2.0822
O -1.9226 -1.3199 2.3015
C -2.3417 -1.4496 3.5936
C -2.7439 -2.5790 4.2664
C -3.1165 -2.4146 5.6043
C -3.0778 -1.1662 6.2168
C -2.6675 -0.0285 5.5151
C -2.3013 -0.2059 4.2015
H -2.7603 -3.5446 3.7799
H -3.4337 -3.2778 6.1752
H -3.3659 -1.0726 7.2558
H -2.6289 0.9475 5.9797

* frontier orbital gap (alpha / beta): 5.5483 / 6.2438 eV
* highest occupied orbital energy (alpha / beta): -3.163 / -3.862 eV
* 2S+1: 6
* total charge: -1
* ⟨S²⟩: 8.756

In elementary charge units, the Mulliken charges are: number 1, Mn, carries 2.539; number 2, C, carries 0.861; number 3, C, carries 0.851; number 4, C, carries 0.484; number 5, C, carries 0.847; number 6, C, carries 0.261; number 7, C, carries -1.561; number 8, C, carries -1.578; number 9, C, carries -1.674; number 10, C, carries -1.985; number 11, C, carries -1.703; number 12, H, carries 0.318; number 13, H, carries 0.363; number 14, H, carries 0.215; number 15, H, carries 0.289; number 16, H, carries 0.282; number 17, H, carries 0.275; number 18, H, carries 0.345; number 19, H, carries 0.274; number 20, H, carries 0.335; number 21, H, carries 0.353; number 22, H, carries 0.297; number 23, H, carries 0.402; number 24, H, carries 0.383; number 25, H, carries 0.371; number 26, H, carries 0.201; number 27, C, carries -1.468; number 28, C, carries 1.064; number 29, O, carries -0.689; number 30, P, carries 0.191; number 31, O, carries -0.603; number 32, O, carries -0.615; number 33, O, carries -0.833; number 34, P, carries 0.824; number 35, O, carries -0.745; number 36, O, carries -0.892; number 37, O, carries -0.843; number 38, H, carries 0.394; number 39, H, carries 0.416; number 40, H, carries 0.034; number 41, H, carries 0.460; number 42, H, carries 0.627; number 43, H, carries 0.385; number 44, H, carries 0.346; number 45, C, carries -0.882; number 46, As, carries 0.856; number 47, C, carries -1.277; number 48, C, carries -1.238; number 49, O, carries -0.530; number 50, H, carries 0.496; number 51, H, carries 0.251; number 52, H, carries 0.028; number 53, H, carries 0.470; number 54, H, carries 0.236; number 55, H, carries 0.357; number 56, H, carries 0.431; number 57, H, carries 0.365; number 58, H, carries 0.343; number 59, O, carries -0.452; number 60, B, carries -0.088; number 61, O, carries -0.296; number 62, C, carries 0.692; number 63, C, carries -0.973; number 64, C, carries -0.639; number 65, C, carries -0.456; number 66, C, carries -1.042; number 67, C, carries 0.554; number 68, H, carries 0.488; number 69, H, carries 0.378; number 70, H, carries 0.377; number 71, H, carries 0.452

=====

| no. | F_max (hartree/bohr) | energy (Ha) |
| --- | --- | --- |
| 1 | 0.16085 | -3821.88614 |
| 2 | 0.09549 | -1382.05039 |
| 3 | 0.01611 | -5668.34965 |